(1)
Below is a structure of composition BrH8O4 at a distorted geometry, with properties calculated with the ωB97M-V functional and the def2-TZVPD basis.

```
13
Properties=species:S:1:pos:R:3:lowdin_charge:R:1
Br 0.1859 -0.1505 -0.1655 0.774
O 1.8106 -2.1939 -0.0409 -0.211
H 1.9051 -2.2301 0.9109 0.002
H 1.5710 -1.2855 -0.2240 -0.239
O -0.9885 1.8284 -1.5232 -0.196
H -0.7984 1.6846 -0.5962 -0.077
H -0.7083 1.0207 -1.9538 -0.057
O 1.3472 0.9097 1.8416 -0.208
H 0.8742 0.4718 1.1340 -0.362
H 1.0779 0.4450 2.6339 0.001
O -2.4259 -0.2810 -0.5044 -0.206
H -2.2205 -0.2508 -1.4388 -0.007
H -1.6302 0.0315 -0.0736 -0.213
```

Summary:
- net charge = -1
- gap between HOMO and LUMO (eV) = 8.67
- E_LUMO (eV) = 3.8591
- E_HOMO (eV) = -4.816
- ΔE to the lowest compared entry with this formula, charge and spin (eV) = 3.866



(2)
Below is an isolated molecule of BrH9Si5 at a distorted geometry, with properties calculated with the ωB97M-V functional and the def2-TZVPD basis.

```
15
Properties=species:S:1:pos:R:3:lowdin_charge:R:1
Si 1.7031 0.2386 -0.9799 0.145
Si 0.0796 -1.5474 -0.8577 0.229
Si 1.9411 1.3227 1.0016 0.398
Si -1.7683 -1.0783 0.4217 0.112
Si -1.9784 1.1790 0.6708 0.044
Br -2.1802 1.8702 -1.5041 0.068
H 2.9159 -0.5998 -1.0439 -0.147
H 1.7633 1.1060 -2.3864 -0.035
H -0.5247 -1.5406 -2.1808 -0.130
H 0.5233 -2.9975 -0.4120 -0.067
H 2.0117 0.5348 2.4238 -0.091
H 3.0233 2.2052 1.0948 -0.213
H -3.1695 -1.7798 0.5538 -0.079
H -1.4362 -1.2007 1.8907 -0.122
H -2.9040 2.2878 1.3075 -0.113
```

Summary:
- gap between HOMO and LUMO (alpha / beta) (eV) = 6.67 / 6.44
- E_LUMO (alpha / beta) (eV) = -1.1772 / -1.1565
- E_HOMO (alpha / beta) (eV) = -7.845 / -7.598
- ΔE to the lowest compared entry with this formula, charge and spin (eV) = 3.055



(3)
Below is a cluster of 2 separate species, BrHNO3S in total at a distorted geometry, with properties calculated with the ωB97M-V functional and the def2-TZVPD basis.

```
7
Properties=species:S:1:pos:R:3:lowdin_charge:R:1
N -1.4201 0.5127 -0.2878 -0.596
O 1.4039 -0.5014 -0.7605 -0.392
O 0.1231 -1.9692 0.6851 -0.383
O 1.0793 0.1860 1.5725 -0.381
S 0.6233 -0.6135 0.4543 0.459
Br -0.6596 2.1780 -0.4522 0.411
H -1.1498 0.2073 -1.2115 -0.118
```

Summary:
- net charge = -1
- gap between HOMO and LUMO (alpha / beta) (eV) = 7.96 / 7.96
- E_LUMO (alpha / beta) (eV) = 3.5799 / 3.5798
- E_HOMO (alpha / beta) (eV) = -4.379 / -4.378
- ΔE to the lowest compared entry with this formula, charge and spin (eV) = 1.271



(4)
Below is a structure of composition BrHNO3S at a distorted geometry, with properties calculated with the ωB97M-V functional and the def2-TZVPD basis.

```
7
Properties=species:S:1:pos:R:3:lowdin_charge:R:1
N -1.2637 0.4362 0.5520 -0.563
O 0.5926 -0.3959 -1.4819 -0.402
O 0.3793 -1.8970 0.4257 -0.388
O 1.7526 0.1201 0.6347 -0.407
S 0.6904 -0.5618 -0.0471 0.367
Br -0.3942 2.0422 0.2374 0.462
H -1.7570 0.2562 -0.3209 -0.069
```

Summary:
- net charge = -1
- gap between HOMO and LUMO (alpha / beta) (eV) = 8.10 / 8.10
- E_LUMO (alpha / beta) (eV) = 3.6185 / 3.6185
- E_HOMO (alpha / beta) (eV) = -4.482 / -4.482
- ΔE to the lowest compared entry with this formula, charge and spin (eV) = 1.176



(5)
Below is a structure of composition BrMn at a distorted geometry, with properties calculated with the ωB97M-V functional and the def2-TZVPD basis.

```
2
Properties=species:S:1:pos:R:3:lowdin_charge:R:1
Mn -0.8670 0.7637 0.1555 0.932
Br 0.8670 -0.7637 -0.1555 0.068
```

Summary:
- net charge = +1
- gap between HOMO and LUMO (alpha / beta) (eV) = 7.82 / 7.85
- E_LUMO (alpha / beta) (eV) = -7.7227 / -7.8112
- E_HOMO (alpha / beta) (eV) = -15.543 / -15.663
- ⟨S²⟩ = 8.759
- 2S+1 = 6
- ΔE to the lowest compared entry with this formula, charge and spin (eV) = 0.008



(6)
Below is a cluster of 17 separate species, C102H195N17O12 in total at a distorted geometry, with properties calculated with the ωB97M-V functional and the def2-TZVPD basis.

```
326
Properties=species:S:1:pos:R:3:lowdin_charge:R:1
C 0.6556 -5.9908 -2.1902 -0.080
C 1.4520 -6.1460 -1.0444 -0.052
C 2.3139 -7.2671 -0.9153 0.024
C 2.3892 -8.1192 -2.0383 -0.172
C 1.6566 -7.9536 -3.2038 0.000
C 0.7602 -6.8833 -3.2468 -0.059
N 3.2782 -9.2691 -2.0522 -0.363
O 4.0443 -9.3730 -1.0907 0.054
O 3.1585 -10.0964 -2.9149 0.084
H 0.0494 -5.1216 -2.4191 0.087
H 1.5159 -5.3940 -0.2444 0.086
H 3.0102 -7.3342 -0.0934 0.110
H 1.8627 -8.6124 -4.0198 0.113
H 0.1562 -6.6526 -4.1107 0.106
C -6.1577 -4.4198 1.3183 -0.059
C -5.7747 -5.0064 0.0995 -0.049
C -4.4026 -5.0370 -0.2522 0.020
C -3.5939 -4.3437 0.6353 -0.145
C -3.9593 -3.6565 1.7380 -0.032
C -5.2489 -3.6836 2.0818 -0.081
N -2.1560 -4.3152 0.3091 -0.330
O -1.4516 -3.5760 0.9161 0.083
O -1.8473 -5.0369 -0.6308 0.052
H -7.2024 -4.4097 1.6039 0.107
H -6.4599 -5.5066 -0.5921 0.113
H -4.0669 -5.4182 -1.1885 0.104
H -3.2530 -3.0316 2.3241 0.120
H -5.5106 -3.2007 3.0029 0.084
C -1.9930 3.4364 3.5601 -0.059
C -2.1387 4.5829 4.3288 -0.083
C -3.0792 5.5331 4.0040 0.000
C -3.7274 5.3246 2.7785 -0.174
C -3.6474 4.2068 2.0164 -0.030
C -2.7734 3.1933 2.4201 -0.030
N -4.5732 6.4227 2.2375 -0.371
O -4.9412 7.2434 3.0408 0.076
O -4.7531 6.4568 1.0685 0.094
H -1.3129 2.6811 3.9113 0.089
H -1.4436 4.6041 5.1860 0.121
H -3.2449 6.5063 4.4581 0.122
H -4.1986 4.0999 1.0995 0.110
H -2.6561 2.2860 1.8634 0.074
C 2.4105 -0.9179 0.3455 -0.072
C 1.1579 -1.3799 0.7840 -0.039
C 0.0345 -0.6231 0.5478 -0.027
C 0.1802 0.6031 -0.0786 -0.148
C 1.3930 1.0530 -0.5547 -0.020
C 2.5220 0.2875 -0.3231 -0.068
N -1.0211 1.3770 -0.3525 -0.333
O -0.9020 2.2879 -1.1098 0.080
O -2.0531 1.0457 0.1549 0.063
H 3.3029 -1.4907 0.5778 0.098
H 1.1708 -2.3759 1.2583 0.112
H -0.9657 -0.9925 0.7794 0.099
H 1.4946 1.9900 -1.0712 0.084
H 3.5148 0.5321 -0.6581 0.090
C 6.8357 -2.9796 3.8298 -0.061
C 5.7603 -3.7032 4.2691 -0.069
C 4.8266 -4.1716 3.3810 -0.017
C 4.9405 -3.9522 2.0395 -0.133
C 5.9392 -3.0904 1.5736 0.001
C 6.9249 -2.6868 2.4642 -0.068
N 3.8689 -4.4336 1.1769 -0.279
O 4.1081 -4.4691 -0.0097 0.093
O 2.8830 -4.9470 1.7665 0.036
H 7.5632 -2.5482 4.5136 0.117
H 5.5769 -3.8391 5.3235 0.113
H 3.9846 -4.7092 3.7844 0.082
H 5.8895 -2.5847 0.6367 0.098
H 7.6683 -1.9967 2.1265 0.085
C 5.7213 0.6582 2.6884 -0.048
C 5.4798 1.9290 2.1138 -0.036
C 4.1581 2.3864 2.0553 0.007
C 3.1157 1.5614 2.4660 -0.146
C 3.3339 0.3082 3.0303 0.005
C 4.6423 -0.1169 3.1118 -0.055
N 1.7498 2.0424 2.3546 -0.324
O 0.9285 1.3460 2.8892 0.083
O 1.5272 3.0707 1.7391 0.068
H 6.7331 0.2920 2.8029 0.098
H 6.2793 2.5459 1.7110 0.099
H 3.9263 3.3326 1.6304 0.078
H 2.5464 -0.2898 3.4495 0.091
H 4.8963 -1.0578 3.4920 0.072
C -2.2151 -0.5906 3.2187 -0.072
C -3.2687 -0.4675 4.3905 -0.199
N -3.9284 -1.7719 4.6093 -0.170
C -5.2056 -1.6540 5.2861 -0.268
C -5.2340 -1.0285 6.6998 -0.068
C -3.0052 -2.6664 5.3340 -0.274
C -3.4695 -4.1067 5.3811 -0.072
H -1.5283 0.2554 3.1417 0.048
H -2.7315 -0.6006 2.2463 0.061
H -1.5534 -1.4902 3.1383 0.056
H -2.8557 -0.0354 5.3003 0.110
H -3.9794 0.2169 4.0092 0.064
H -5.7445 -0.9690 4.6560 0.079
H -5.6753 -2.6422 5.2112 0.100
H -4.7821 -0.0211 6.6808 0.067
H -6.2483 -0.9359 7.0969 0.071
H -4.7253 -1.6822 7.4263 0.067
H -2.6549 -2.3120 6.3386 0.125
H -2.0561 -2.5611 4.8034 0.069
H -4.4110 -4.0969 5.9601 0.072
H -2.7295 -4.7218 5.9078 0.072
H -3.5773 -4.5616 4.3901 0.063
C 3.5080 -2.9752 -2.6863 -0.089
C 4.9223 -3.1734 -3.1951 -0.246
N 4.9363 -4.1832 -4.2944 -0.176
C 6.1421 -4.1664 -5.0590 -0.274
C 6.0144 -4.8479 -6.4434 -0.068
C 4.5817 -5.5345 -3.7941 -0.244
C 5.4961 -6.1478 -2.7793 -0.059
H 3.4823 -2.1841 -1.9019 0.066
H 3.1190 -3.9100 -2.2986 0.042
H 2.8773 -2.6635 -3.5257 0.080
H 5.2476 -2.2192 -3.6450 0.102
H 5.6454 -3.4546 -2.3954 0.094
H 6.9383 -4.5956 -4.4463 0.095
H 6.4469 -3.1162 -5.1689 0.113
H 5.9010 -5.8968 -6.3779 0.042
H 6.9539 -4.7104 -6.9635 0.066
H 5.1427 -4.4805 -6.9930 0.081
H 3.5513 -5.5579 -3.4146 0.093
H 4.3975 -6.1201 -4.6940 0.109
H 6.5081 -6.2322 -3.1603 0.070
H 5.4698 -5.5051 -1.9172 0.044
H 5.0736 -7.1120 -2.4341 0.074
C -3.5854 -3.3897 -3.5474 -0.034
C -3.3124 -1.8627 -3.4028 -0.227
N -1.9166 -1.4563 -3.4127 -0.177
C -1.2144 -1.8638 -2.2310 -0.238
C 0.2703 -2.1149 -2.5130 -0.069
C -1.6784 -0.0372 -3.7609 -0.207
C -1.9283 0.1612 -5.2889 -0.048
H -3.3024 -3.7188 -4.5257 0.075
H -4.6399 -3.4613 -3.4453 0.043
H -3.1727 -4.0057 -2.8018 0.023
H -3.7857 -1.4412 -4.2579 0.087
H -3.8768 -1.4692 -2.5826 0.075
H -1.4168 -1.2529 -1.3429 0.097
H -1.5989 -2.8431 -1.9202 0.088
H 0.6787 -2.8183 -1.8148 0.049
H 0.3739 -2.5795 -3.4860 0.082
H 0.9469 -1.2654 -2.4973 0.054
H -0.6364 0.1309 -3.4953 0.096
H -2.3052 0.5745 -3.1175 0.090
H -1.7238 1.1841 -5.5720 0.044
H -2.9667 -0.1141 -5.4264 0.055
H -1.2233 -0.4595 -5.8262 0.073
C 1.5453 1.9649 -6.8811 -0.075
C 2.4962 2.7348 -5.9238 -0.233
N 2.2810 2.6802 -4.4602 -0.176
C 0.9862 3.1232 -3.9468 -0.220
C 0.7484 4.6382 -4.2262 -0.059
C 2.5689 1.3361 -3.9828 -0.274
C 4.0380 1.0031 -3.9970 -0.068
H 0.5001 2.2333 -6.5866 0.059
H 1.5375 0.8659 -6.8324 0.062
H 1.7339 2.2900 -7.9304 0.081
H 3.5486 2.5058 -6.0905 0.101
H 2.4833 3.7577 -6.2826 0.096
H 0.1494 2.5680 -4.4847 0.110
H 0.9094 2.8704 -2.8948 0.076
H 0.8306 4.8977 -5.2729 0.063
H -0.2318 4.8959 -3.9605 0.019
H 1.4581 5.3018 -3.7187 0.074
H 1.9540 0.6579 -4.5598 0.105
H 2.1613 1.1772 -2.9768 0.083
H 4.2656 0.1418 -3.3170 0.057
H 4.6156 1.8803 -3.6978 0.073
H 4.3617 0.6874 -4.9771 0.065
C 6.1562 0.2105 -0.8800 -0.078
C 7.6568 0.2166 -0.6829 -0.264
N 8.3346 -1.0631 -0.4031 -0.169
C 8.1659 -1.9694 -1.5950 -0.229
C 8.5025 -3.4112 -1.2757 -0.075
C 9.7545 -0.8886 -0.1752 -0.276
C 10.0815 0.1414 0.9072 -0.085
H 5.8431 1.2606 -0.9470 0.073
H 5.6836 -0.2518 0.0092 0.068
H 5.8220 -0.3281 -1.7491 0.040
H 8.2158 0.7185 -1.5129 0.134
H 7.8434 0.8536 0.1714 0.075
H 7.1365 -1.8802 -1.9174 0.072
H 8.7914 -1.6029 -2.3874 0.108
H 8.0584 -4.0272 -2.0199 0.037
H 9.5880 -3.6376 -1.1967 0.084
H 8.0091 -3.8126 -0.3650 0.076
H 10.3292 -0.6849 -1.1255 0.130
H 10.1817 -1.8425 0.1095 0.101
H 10.0653 1.1991 0.6471 0.073
H 11.0444 -0.1330 1.3452 0.076
H 9.4163 -0.0130 1.7294 0.050
C -5.0008 1.5642 -2.7982 -0.071
C -4.4459 2.7990 -2.0822 -0.242
N -4.2165 3.8839 -3.0444 -0.160
C -4.4188 5.1844 -2.4177 -0.243
C -5.8543 5.5443 -2.0850 -0.085
C -2.8926 3.7120 -3.5986 -0.274
C -2.7079 4.4792 -4.9002 -0.073
H -4.7882 0.6159 -2.2626 0.057
H -4.5169 1.4513 -3.7629 0.061
H -6.0871 1.6678 -2.9701 0.068
H -5.1143 3.1114 -1.2729 0.093
H -3.5420 2.4967 -1.5620 0.085
H -3.9112 5.9758 -3.0568 0.128
H -3.8408 5.2471 -1.4961 0.099
H -6.5982 5.2719 -2.8163 0.070
H -5.9425 6.6230 -2.0091 0.073
H -6.2743 5.1415 -1.1937 0.045
H -2.1012 4.0105 -2.9205 0.097
H -2.7197 2.7151 -3.9101 0.075
H -2.7373 5.5215 -4.7083 0.052
H -1.7691 4.2680 -5.4181 0.062
H -3.5273 4.1390 -5.4819 0.071
C -6.4408 1.5366 0.9533 -0.072
C -6.1473 0.7001 2.1585 -0.265
N -7.1720 0.6833 3.1948 -0.199
C -8.4215 0.0697 2.7925 -0.248
C -8.1780 -1.3515 2.2508 -0.075
C -7.3502 1.9775 3.8388 -0.238
C -6.0104 2.5509 4.3654 -0.054
H -7.4361 1.2957 0.5385 0.065
H -5.6783 1.3398 0.1731 0.071
H -6.4881 2.6260 1.1053 0.078
H -5.9493 -0.3616 1.8503 0.118
H -5.2512 1.0438 2.5792 0.057
H -9.0504 0.0675 3.6880 0.114
H -8.9547 0.6877 2.0266 0.111
H -7.6660 -1.9665 3.0093 0.074
H -9.1413 -1.8348 2.1770 0.073
H -7.6483 -1.2534 1.3103 0.034
H -8.0563 1.7936 4.6842 0.123
H -7.8070 2.6983 3.1730 0.103
H -6.1032 3.4339 4.9297 0.057
H -5.4032 2.8360 3.5057 0.040
H -5.5403 1.6917 4.9315 0.085
C 3.3700 4.0472 -1.2315 -0.081
C 4.0630 5.1162 -0.4757 -0.258
N 5.4864 4.8637 -0.0997 -0.162
C 6.3911 4.7524 -1.2215 -0.281
C 7.6304 3.9641 -0.8753 -0.081
C 5.9400 6.0369 0.7359 -0.246
C 5.3338 6.2367 2.1188 -0.079
H 3.7692 3.7565 -2.2323 0.076
H 2.3551 4.4251 -1.3213 0.053
H 3.3904 3.1230 -0.5810 0.074
H 4.0163 6.0532 -1.0164 0.119
H 3.5725 5.2349 0.4945 0.100
H 5.8912 4.1903 -2.0489 0.114
H 6.5820 5.7300 -1.6632 0.116
H 7.3721 2.9748 -0.5256 0.030
H 8.2680 3.8110 -1.7412 0.076
H 8.2270 4.4749 -0.0964 0.076
H 5.6887 6.9357 0.1766 0.107
H 7.0116 5.9868 0.8167 0.095
H 5.3029 5.2334 2.6060 0.078
H 4.2978 6.5634 2.1126 0.042
H 5.9503 7.0155 2.6046 0.087
C 0.1899 -5.2130 3.3202 -0.073
C 0.8197 -3.9289 3.8758 -0.267
N 0.5854 -3.7837 5.3305 -0.158
C 1.3545 -2.5729 5.7522 -0.229
C 0.7459 -1.3385 5.1193 -0.094
C 0.9611 -5.0004 6.1019 -0.247
C 2.4038 -5.3569 5.9196 -0.098
H 0.2174 -5.1862 2.2521 0.040
H -0.8267 -5.3122 3.7081 0.080
H 0.7459 -6.1232 3.6137 0.080
H 1.8747 -3.7963 3.5827 0.086
H 0.2545 -3.1244 3.4187 0.076
H 1.2818 -2.5421 6.8526 0.124
H 2.4314 -2.7200 5.4316 0.113
H -0.3058 -1.1917 5.3800 0.070
H 1.2406 -0.4569 5.4800 0.071
H 0.8026 -1.3290 4.0439 0.035
H 0.4498 -5.8417 5.6601 0.085
H 0.5910 -4.9249 7.1412 0.124
H 3.0449 -4.6519 6.3931 0.048
H 2.6443 -5.2829 4.8494 0.045
H 2.7204 -6.3392 6.3653 0.103
C -7.5094 -2.4010 -4.7875 -0.078
C -7.5671 -1.0962 -3.9734 -0.277
N -8.4246 -1.1245 -2.7980 -0.155
C -8.7096 0.2956 -2.3812 -0.239
C -9.7665 0.3047 -1.2604 -0.089
C -7.8627 -1.9537 -1.6802 -0.229
C -6.4829 -1.6082 -1.1645 -0.074
H -6.8786 -3.1839 -4.4258 0.039
H -7.0892 -2.1779 -5.7842 0.077
H -8.5114 -2.7477 -4.9974 0.070
H -6.5406 -0.7391 -3.8398 0.093
H -8.0325 -0.3672 -4.6181 0.102
H -9.0956 0.8064 -3.2974 0.123
H -7.8244 0.8032 -2.0527 0.068
H -9.3074 -0.0082 -0.3189 0.030
H -10.5918 -0.4083 -1.4856 0.088
H -10.1900 1.3425 -1.2402 0.086
H -8.5439 -1.9052 -0.8140 0.092
H -7.8758 -2.9946 -2.0175 0.108
H -5.7135 -1.6861 -1.9390 0.038
H -6.4627 -0.5516 -0.7753 0.062
H -6.2355 -2.2990 -0.3187 0.066
C -0.1720 5.2628 -0.1227 -0.054
C -0.8706 6.4494 0.6244 -0.236
N -0.0280 7.3264 1.4006 -0.179
C -0.7267 8.5297 1.8560 -0.273
C -1.1930 9.4087 0.7470 -0.102
C 0.5498 6.6634 2.5550 -0.258
C 1.5960 7.4617 3.3046 -0.092
H 0.2942 4.5182 0.5551 0.037
H 0.6802 5.7108 -0.7086 0.081
H -0.9409 4.7702 -0.7462 0.056
H -1.4299 7.0029 -0.1266 0.109
H -1.6005 6.0323 1.2837 0.085
H -1.5867 8.2942 2.4663 0.110
H -0.0134 9.0905 2.4727 0.104
H -2.2241 9.1463 0.4924 0.067
H -1.2137 10.4657 1.0606 0.077
H -0.5897 9.3371 -0.1862 0.092
H 0.9371 5.7358 2.1431 0.089
H -0.2559 6.3460 3.2641 0.113
H 1.1042 8.2158 3.9021 0.056
H 2.3077 7.9906 2.6668 0.074
H 2.1888 6.7969 3.9507 0.077
```

Summary:
- gap between HOMO and LUMO (eV) = 6.98
- E_LUMO (eV) = -1.2065
- E_HOMO (eV) = -8.182